#w
The following is a DFT calculation (ωB97M-V/def2-TZVPD) of a cluster of 15 separate species, C5H41N2O14 in total.

The calculation puts the HOMO-LUMO gap at 8.1 eV. As for the net charge: +1. As for the HOMO energy: -10.11 eV.

Cartesian coordinates (Å):
C1 0.07595 -0.19156 2.64815
C2 0.51807 0.50556 1.36691
C3 -0.13011 0.01566 0.09562
C4 0.62807 0.19787 -0.99247
N1 0.23024 -0.12839 -2.28415
C5 0.55869 0.88473 -3.30122
N2 0.21360 -1.66863 2.35914
H1 0.66476 -0.05094 3.55291
H2 -0.95453 0.05074 2.91013
H3 0.41265 1.60128 1.42770
H4 1.61561 0.50609 1.38515
H5 -1.10575 -0.44853 0.06762
H6 1.58724 0.70380 -1.01590
H7 -0.72198 -0.44107 -2.41490
H8 -0.19092 1.68379 -3.24742
H9 1.56394 1.27916 -3.21450
H10 0.38489 0.42352 -4.27496
H11 1.04695 -1.80231 1.74041
H12 -0.64693 -2.05333 1.93504
H13 0.32336 -2.16950 3.25678
H14 5.00268 0.91503 -2.95240
H15 3.80113 1.66294 -2.37292
O1 4.34812 0.86540 -2.25122
H16 -4.07806 0.75013 1.71364
H17 -3.86710 -0.01042 0.39535
O2 -4.25342 -0.11154 1.29392
H18 2.04747 -3.57702 4.40161
H19 0.75234 -4.35396 4.44610
O3 1.13396 -3.54455 4.09308
H20 0.90255 -4.10172 -1.37827
H21 1.31316 -2.75710 -1.71893
O4 1.29223 -3.33292 -0.93734
H22 4.73550 1.44895 -0.48579
H23 5.08847 0.93220 1.00265
O5 4.46618 1.39570 0.44815
H24 3.27667 3.09555 0.66503
H25 3.87863 4.48047 0.95758
O6 3.11825 4.04626 0.55203
H26 -1.44397 4.86783 -0.15254
H27 -0.00964 4.68146 -0.51117
O7 -0.82342 4.17138 -0.40498
H28 3.50160 4.15413 -2.75718
H29 3.39304 3.75443 -1.22194
O8 3.37950 3.43126 -2.14069
H30 -3.49185 -3.77657 -0.99030
H31 -2.61344 -2.56177 -1.06538
O9 -3.31226 -3.01320 -1.54909
H32 -2.77225 2.32500 3.38118
H33 -4.19396 1.68544 3.52476
O10 -3.56510 2.05987 2.90106
H34 -3.71436 1.19189 -1.53245
H35 -3.89024 -0.33709 -2.02509
O11 -3.54349 0.26932 -1.33147
H36 2.61130 -2.77132 0.35340
H37 3.24531 -1.48807 0.83949
O12 2.73952 -2.24448 1.15477
H38 -4.32108 -2.19711 -3.23939
H39 -5.36643 -1.16046 -3.48230
O13 -4.41065 -1.24512 -3.36908
H40 -3.17398 -2.99883 1.68861
H41 -2.95039 -1.50079 1.48886
O14 -2.47709 -2.36114 1.50950

=====

#x
The following is a DFT calculation (ωB97M-V/def2-TZVPD) of a cluster of 14 separate species, C5H41N2O14 in total.

The calculation puts the HOMO-LUMO gap at 7.8 eV. As for the net charge: +1. As for the HOMO energy: -10.52 eV.

Cartesian coordinates (Å):
C1 -1.08845 1.14990 -1.01660
O1 -1.89243 0.82106 -2.17012
C2 0.16855 0.15627 -0.84720
C3 1.17169 0.71649 0.14150
C4 2.53319 1.05973 -0.60706
C5 2.70231 0.78735 -3.09197
N1 2.30492 1.61344 -1.94278
N2 -0.34005 -1.25871 -0.49816
H1 -0.58253 2.22637 -1.15647
H2 -1.67637 1.33344 -0.16502
H3 -2.81042 1.23858 -1.96166
H4 0.56945 0.30996 -1.81721
H5 0.78090 1.69292 0.61490
H6 1.58147 0.13195 0.99895
H7 3.02584 1.82190 -0.03114
H8 3.07398 0.05931 -0.50010
H9 2.41741 1.44393 -3.98564
H10 2.22388 -0.22718 -3.04257
H11 3.87104 0.67587 -3.01876
H12 1.38239 2.10479 -2.06959
H13 -4.71950 1.40657 0.01226
H14 0.36299 -2.03055 -0.70319
H15 -0.47172 -1.13599 0.45518
H16 2.38715 -1.75896 3.74982
H17 3.68842 -1.15987 3.33572
O2 3.03004 -1.03035 3.97258
H18 1.91357 -2.52339 1.27219
H19 1.03759 -1.58883 2.10374
O3 1.10880 -2.15628 1.28142
H20 1.20614 -3.46375 -2.28137
H21 0.39802 -2.31220 -2.96749
O4 0.88101 -2.56491 -2.15136
H22 -1.40592 -2.44664 2.19870
H23 -2.91065 -2.68352 2.01754
O5 -2.21763 -1.93296 2.02666
H24 0.45147 2.59291 2.96901
H25 1.74393 3.22037 2.84812
O6 0.81877 3.25986 2.53113
H26 -3.94459 -2.09553 -0.19529
H27 -3.95590 2.53248 0.45283
O7 -4.28161 2.15066 -0.33805
H28 -2.25279 1.44776 3.61390
H29 -1.80397 0.22078 4.39125
O8 -1.50208 1.03250 4.15444
H30 -0.73716 3.41116 -3.75154
H31 -0.26996 2.66769 -2.45756
O9 -0.08269 2.90090 -3.31478
H32 -1.26991 -1.41593 -0.97502
H33 -4.32917 -2.08159 -1.67552
O10 -3.64718 -1.82823 -1.07580
H34 -0.04660 -0.15256 3.73975
H35 0.74908 -1.41745 4.43530
O11 0.17664 -1.05468 3.61987
H36 2.33531 3.84241 -0.79110
H37 0.79688 4.23939 0.04190
O12 1.36021 3.70717 -0.58342
H38 -0.97763 -0.90573 -4.20753
H39 -2.00806 -1.91502 -3.76390
O13 -1.09027 -1.77151 -3.84162
H40 0.52142 -4.39304 1.49813
H41 -0.21712 -4.38562 2.70758
O14 -0.24209 -4.28491 1.81222

=====

Q: Which of them is the most stable? A: #w.

=====

#w
The following is a DFT calculation (ωB97M-V/def2-TZVPD) of a structure of composition C4H9O2P.

The calculation puts the HOMO-LUMO gap at 9.4 eV. As for the HOMO energy: -8.99 eV.

Cartesian coordinates (Å):
C1 -1.00518 -0.33995 -1.05548
C2 -0.98083 -0.00710 1.38015
C3 0.37055 1.51164 -0.09847
C4 -0.60590 0.39230 0.00540
O1 1.87704 -1.02924 -1.40482
O2 0.95627 -1.85513 0.77324
P1 0.70816 -1.92132 -0.67756
H1 -0.77097 -0.04001 -2.06410
H2 2.51321 -0.61977 -0.81198
H3 -1.81209 -1.04953 -0.94063
H4 -0.17528 -0.66895 1.73264
H5 -1.89826 -0.58791 1.40162
H6 -1.04682 0.82973 2.06944
H7 0.00297 2.37629 0.45337
H8 1.31226 1.21343 0.36704
H9 0.55487 1.79552 -1.12985

=====

#x
The following is a DFT calculation (ωB97M-V/def2-TZVPD) of an isolated molecule of C4H9O2P.

The calculation puts the HOMO-LUMO gap (spin up / spin down) at 7.5 / 7.5 eV. The SMILES is C=CC=[P@H](O)CO. As for the HOMO energy (spin up / spin down): -7.85 / -7.86 eV.

Cartesian coordinates (Å):
C1 -2.93729 -0.34615 0.31434
C2 -1.58385 -0.25761 0.46642
C3 -0.70997 -0.91262 -0.37447
P1 1.04911 -0.80379 -0.17709
O1 2.71996 -0.95074 0.74496
C4 1.59389 0.92752 -0.63060
O2 2.07634 1.64536 0.50780
H1 -3.83775 0.18449 0.68089
H2 -3.29291 -1.09751 -0.24502
H3 -1.08698 0.47750 1.24233
H4 -0.98284 -1.90275 -0.74139
H5 1.54423 -1.73890 -1.26813
H6 3.00211 -1.78297 0.97311
H7 0.85325 1.55701 -1.12775
H8 2.34613 0.64810 -1.42869
H9 2.75426 1.16533 0.91630

=====

Q: Which of them is the most stable? A: #w.

=====

#w
The following is a DFT calculation (ωB97M-V/def2-TZVPD) of an isolated molecule of C23H29N3O4.

The calculation puts the HOMO-LUMO gap at 9.1 eV. The SMILES is COc1cccc(C(=O)NC2CCN(CC(=O)NCc3ccccc3OC)CC2)c1. As for the HOMO energy: -8.69 eV.

Cartesian coordinates (Å):
C1 0.99032 2.75378 7.07716
O1 1.01477 1.92426 5.94046
C2 1.92279 2.18898 4.95976
C3 2.81502 3.25558 4.96365
C4 3.70431 3.41097 3.91166
C5 3.71423 2.52208 2.85649
C6 2.81058 1.46224 2.83514
C7 2.87550 0.50473 1.68971
O2 3.91615 0.24259 1.11931
N1 1.68574 -0.03406 1.33139
C8 1.55320 -1.03105 0.29310
C9 0.70933 -0.52194 -0.87651
C10 0.56621 -1.62215 -1.92251
N2 -0.08465 -2.77841 -1.32548
C11 -0.46477 -3.75827 -2.32552
C12 -1.62200 -3.24219 -3.18124
O3 -1.77637 -3.55982 -4.34156
N3 -2.46853 -2.45522 -2.48788
C13 -3.48314 -1.65620 -3.14293
C14 -2.91766 -0.32251 -3.56202
C15 -2.60723 -0.06400 -4.88510
C16 -2.04949 1.14670 -5.26309
C17 -1.79709 2.10789 -4.30395
C18 -2.09036 1.86632 -2.97128
C19 -2.64187 0.65070 -2.59024
O4 -2.94092 0.30997 -1.29698
C20 -2.85862 1.30515 -0.30720
C21 0.74558 -3.33402 -0.27189
C22 0.91561 -2.30737 0.84413
C23 1.92369 1.29713 3.88706
H1 0.21906 2.34122 7.72564
H2 1.94969 2.74155 7.60387
H3 0.72992 3.78504 6.81770
H4 2.83408 3.96126 5.77901
H5 4.39954 4.23702 3.92812
H6 4.41345 2.62557 2.04196
H7 0.84764 0.24874 1.81313
H8 2.57222 -1.23867 -0.05103
H9 1.17361 0.35801 -1.32321
H10 -0.28323 -0.24964 -0.51285
H11 -0.04433 -1.26469 -2.75549
H12 1.56188 -1.88517 -2.32026
H13 -0.80970 -4.66449 -1.81873
H14 0.36300 -4.03985 -2.99552
H15 -2.15616 -2.15142 -1.57564
H16 -3.81713 -2.21297 -4.02053
H17 -4.31428 -1.51629 -2.44753
H18 -2.80225 -0.82651 -5.62366
H19 -1.81417 1.33496 -6.29906
H20 -1.36445 3.05671 -4.58434
H21 -1.87805 2.63111 -2.24086
H22 -1.83022 1.65495 -0.16426
H23 -3.20984 0.83724 0.61185
H24 -3.49918 2.16056 -0.54327
H25 0.25087 -4.22492 0.12345
H26 1.73875 -3.63201 -0.65091
H27 1.53584 -2.72403 1.63891
H28 -0.06691 -2.06791 1.25781
H29 1.24002 0.46276 3.93203

=====

#x
The following is a DFT calculation (ωB97M-V/def2-TZVPD) of an isolated molecule of C23H29N3O4.

The calculation puts the HOMO-LUMO gap at 9.3 eV. The SMILES is CCOCCCNC(=O)[C@H](NC(=O)c1ccc(NC(C)=O)cc1)c1ccc(C)cc1. As for the HOMO energy: -8.89 eV.

Cartesian coordinates (Å):
C1 2.96606 3.36433 0.42490
C2 2.61914 2.81892 -0.95834
O1 1.49294 3.40894 -1.56795
C3 0.23194 3.05360 -1.04477
C4 -0.31291 4.06131 -0.02436
C5 -1.78708 3.80361 0.28538
N1 -1.99024 2.47996 0.83110
C6 -2.64222 1.51923 0.15645
O2 -3.24731 1.68847 -0.87990
C7 -2.51762 0.13846 0.85546
N2 -1.20771 -0.40902 0.53735
C8 -0.08952 -0.05811 1.20481
O3 -0.10863 0.78326 2.09642
C9 1.16711 -0.73207 0.78750
C10 1.21466 -1.88965 0.01299
C11 2.42895 -2.43838 -0.34135
C12 3.62817 -1.84835 0.06291
N3 4.81726 -2.45103 -0.34129
C13 6.10887 -2.06159 -0.09904
C14 7.11292 -3.01008 -0.71985
O4 6.42014 -1.08099 0.53177
C15 3.58657 -0.70327 0.85536
C16 2.36814 -0.16604 1.21199
C17 -3.60111 -0.80543 0.42347
C18 -3.70433 -1.19758 -0.90563
C19 -4.70870 -2.05984 -1.30380
C20 -5.63161 -2.55251 -0.38996
C21 -6.73201 -3.46914 -0.82979
C22 -5.52595 -2.15348 0.93640
C23 -4.52499 -1.28930 1.33917
H1 2.23157 3.05461 1.16352
H2 3.00460 4.45039 0.39747
H3 3.93857 2.98313 0.72515
H4 3.43948 3.03159 -1.64964
H5 2.48673 1.72677 -0.89901
H6 -0.44984 3.02192 -1.90256
H7 0.27549 2.04933 -0.60256
H8 0.26128 4.00854 0.90130
H9 -0.20185 5.06420 -0.43813
H10 -2.39117 3.86865 -0.62276
H11 -2.14671 4.54531 1.00629
H12 -1.38938 2.19763 1.60124
H13 -2.55028 0.29629 1.93973
H14 -1.16126 -1.01139 -0.26790
H15 0.31162 -2.39290 -0.30088
H16 2.45338 -3.33979 -0.93855
H17 4.69534 -3.28878 -0.89437
H18 6.98299 -4.01268 -0.31735
H19 6.98116 -3.04417 -1.79946
H20 8.11658 -2.66247 -0.49433
H21 4.50454 -0.24714 1.18422
H22 2.32467 0.71188 1.83752
H23 -3.01425 -0.80737 -1.63865
H24 -4.78035 -2.35175 -2.34184
H25 -7.59849 -2.88427 -1.13995
H26 -6.41768 -4.07676 -1.67533
H27 -7.04113 -4.12358 -0.01801
H28 -6.23631 -2.52279 1.66224
H29 -4.46024 -0.98865 2.37517

=====

Q: Which of them is the most stable? A: #x.

=====

#w
The following is a DFT calculation (ωB97M-V/def2-TZVPD) of an isolated molecule of C4H9ClN2S.

The calculation puts the HOMO-LUMO gap (spin up / spin down) at 7.3 / 6.3 eV. As for the HOMO energy (spin up / spin down): -7.05 / -6.47 eV.

Cartesian coordinates (Å):
C1 -0.82770 0.75107 0.86551
C2 0.11777 -1.60870 0.34063
C3 -0.01858 1.74755 0.01290
C4 2.11414 -0.12788 -0.64861
N1 -0.90800 -0.69483 0.34019
N2 -2.07905 -0.90548 -0.34233
S1 1.85626 1.58325 -0.12496
Cl1 3.37160 -0.86858 0.24482
H1 -0.46174 0.83904 1.96232
H2 -1.78916 1.07556 0.85094
H3 -0.11748 -2.42858 -0.31208
H4 0.83487 -1.57669 1.07753
H5 -0.30057 1.73140 -1.07284
H6 -0.21498 2.73762 0.42472
H7 2.45603 -0.14416 -1.69925
H8 -1.95678 -1.85673 -0.74139
H9 -2.07663 -0.25386 -1.17810

=====

#x
The following is a DFT calculation (ωB97M-V/def2-TZVPD) of an isolated molecule of C4H9ClN2S.

The calculation puts the HOMO-LUMO gap (spin up / spin down) at 6.4 / 6.4 eV. As for the HOMO energy (spin up / spin down): -6.58 / -6.58 eV.

Cartesian coordinates (Å):
C1 0.78734 0.90346 0.37882
C2 1.04505 -1.55814 0.65970
C3 -0.09342 1.88831 -0.42557
C4 -0.97536 -0.39920 -1.57323
N1 0.31298 -0.44736 0.70779
N2 -0.82740 -0.42776 1.42352
S1 -0.27782 1.11808 -2.16030
Cl1 -0.09010 -1.91868 -1.86737
H1 1.61788 0.48772 -0.31420
H2 1.11293 1.49756 1.38742
H3 0.74289 -2.52206 1.16520
H4 1.99171 -1.45600 0.19240
H5 -1.16539 2.00717 -0.16734
H6 0.36661 2.88424 -0.46530
H7 -2.02930 -0.64024 -1.83473
H8 -0.95613 -1.24226 2.02854
H9 -1.56245 -0.17484 0.86464

=====

Q: Which of them is the most stable? A: #w.